1.
C21H22Cl5N9O5PRe | ωB97M-V/def2-TZVPD

Structure (XYZ):
```
64
Properties=species:S:1:pos:R:3:nbo_charge:R:1
Re 0.78141 0.85697 -0.14566 0.731
N 2.87471 2.88890 1.73229 -0.593
C 2.09911 1.98382 2.43222 0.457
N 2.06495 1.89619 3.75251 -0.379
N 1.15329 0.94333 3.99759 -0.090
N 0.64588 0.49899 2.91547 -0.127
N 1.25277 1.10770 1.87470 -0.415
C 2.42824 3.43706 0.54489 0.464
N 2.73670 4.64965 0.11637 -0.380
N 2.10142 4.74742 -1.06409 -0.092
N 1.44664 3.68725 -1.32787 -0.120
N 1.63240 2.79831 -0.32304 -0.454
H 3.36484 3.54079 2.32495 0.421
Cl 4.33953 -0.21829 1.14922 0.046
C 3.96514 -0.17706 -0.53457 0.075
C 2.68383 0.19357 -0.94385 -0.368
C 2.50517 0.24515 -2.30894 -0.034
Cl 0.84948 0.77536 -2.68427 0.152
C 3.43442 -0.05088 -3.28424 -0.101
Cl 3.04211 0.04881 -4.95557 0.042
C 4.69019 -0.43946 -2.83286 -0.074
Cl 5.91682 -0.83544 -3.97555 0.041
C 4.95447 -0.49243 -1.46124 -0.123
Cl 6.52891 -0.94771 -0.93864 0.042
C -2.61245 0.88913 2.17474 -0.253
O -2.62222 1.51953 0.88700 -0.845
P -1.26473 2.15530 0.26760 1.920
O -0.88894 3.36647 1.23308 -0.823
C -1.76197 4.47480 1.44680 -0.249
O -1.92378 3.00474 -0.93024 -0.823
C -2.59322 2.38714 -2.01772 -0.242
H -3.65623 0.70485 2.42282 0.187
H -2.15278 1.54099 2.91540 0.197
H -2.06083 -0.04782 2.15076 0.199
H -1.41199 4.97214 2.35027 0.196
H -2.79109 4.13697 1.58442 0.178
H -1.70603 5.15526 0.59699 0.196
H -2.63934 3.12583 -2.81510 0.195
H -3.60135 2.09618 -1.72034 0.182
H -2.06205 1.50494 -2.37003 0.180
O 0.98890 -1.85776 0.98437 -0.071
O 1.94720 -2.35994 0.24653 -0.359
C -0.11134 -2.64971 -1.86962 -0.605
C -0.88083 -2.04609 -0.68477 -0.113
C -1.96871 -1.12874 -1.26878 -0.610
C -0.04662 -1.11878 0.23587 -0.229
C -1.52810 -3.19038 0.09821 0.088
C -0.77139 -4.06793 0.87605 -0.231
C -1.35996 -5.12613 1.54629 -0.213
C -2.72378 -5.35136 1.45827 -0.220
C -3.48938 -4.49653 0.68755 -0.224
C -2.89779 -3.43505 0.02129 -0.247
H 0.39553 -1.87122 -2.43468 0.206
H -0.81847 -3.15569 -2.53060 0.193
H 0.63437 -3.37151 -1.54701 0.234
H -1.47385 -0.34465 -1.82789 0.208
H -2.59115 -0.66712 -0.49741 0.216
H -2.61482 -1.65895 -1.96859 0.205
H -0.71046 -0.91215 1.08913 0.208
H 0.29265 -3.93138 0.96821 0.237
H -0.73962 -5.77687 2.14653 0.207
H -3.17975 -6.18098 1.98131 0.201
H -4.55772 -4.64432 0.60453 0.201
H -3.53830 -2.78120 -0.55108 0.206
```

Calculated values
Total charge: -1
E_HOMO (alpha / beta): -4.81 / -4.58 eV
Spin multiplicity: 2
⟨S²⟩: 0.97
Energy above the lowest of the compared OMol25 structures with the same formula, charge and spin: 3.902 eV

2.
C21H22ClIrN4OS2 | ωB97M-V/def2-TZVPD

Structure (XYZ):
```
52
Properties=species:S:1:pos:R:3:nbo_charge:R:1
Ir -0.12392 -0.38306 1.31938 1.239
C 0.15258 2.42830 4.92996 -0.692
C 0.16380 1.73503 3.61238 0.308
N -0.62909 0.81171 3.22517 -0.292
N -1.65721 0.31659 3.95841 -0.413
C -2.56147 -0.46852 3.33018 0.325
N -3.57817 -0.92815 4.04277 -0.722
S -2.44050 -0.84994 1.66996 -0.041
C 1.16415 2.09957 2.57602 0.146
C 2.12566 3.06961 2.78870 -0.192
C 3.01365 3.38060 1.76482 -0.107
C 2.90848 2.71548 0.55836 -0.213
C 1.92639 1.74944 0.41370 0.083
N 1.07444 1.44274 1.39511 -0.509
H -0.70354 2.16547 5.54682 0.229
H 0.13160 3.50844 4.78565 0.270
H 1.05905 2.17887 5.48554 0.274
H -1.74938 0.55441 4.93748 0.413
H -3.72895 -0.68021 5.00890 0.423
H -4.25015 -1.54231 3.60964 0.445
H 2.19413 3.58136 3.73699 0.248
H 3.77216 4.13581 1.91739 0.256
H 3.57187 2.92678 -0.26755 0.258
H 1.82040 1.19687 -0.51249 0.221
Cl 1.90671 -1.38418 3.45356 0.005
C 1.11871 -2.01921 2.01238 -0.707
H 0.52586 -2.89445 2.25950 0.239
H 1.85191 -2.23151 1.23925 0.237
O -0.15332 -1.89181 -0.49007 -0.945
S -0.42984 -0.71614 -1.44638 1.211
C -1.78016 -1.19522 -2.48177 -0.207
C -1.95248 -2.53777 -2.79328 -0.219
C -2.99123 -2.88257 -3.64009 -0.173
C -3.82375 -1.89766 -4.16150 -0.159
C -3.63775 -0.56246 -3.83242 -0.192
C -2.60889 -0.19881 -2.97657 -0.224
C 0.96628 -0.65632 -2.54251 -0.210
C 1.85849 -1.71645 -2.57963 -0.233
C 2.93162 -1.64101 -3.45570 -0.174
C 3.09335 -0.52677 -4.26827 -0.168
C 2.18963 0.52789 -4.21254 -0.193
C 1.11515 0.47209 -3.33952 -0.233
H -1.29606 -3.28855 -2.37329 0.244
H -3.15193 -3.92013 -3.89791 0.240
H -4.62930 -2.17676 -4.82684 0.241
H -4.29785 0.19281 -4.23512 0.240
H -2.46310 0.83739 -2.69722 0.228
H 1.71165 -2.57635 -1.94027 0.247
H 3.63906 -2.45707 -3.50815 0.240
H 3.92916 -0.47999 -4.95292 0.241
H 2.32102 1.38997 -4.85174 0.240
H 0.40107 1.28613 -3.29424 0.228
```

Calculated values
Total charge: +2
E_HOMO (alpha / beta): -13.24 / -14.47 eV
Spin multiplicity: 5
⟨S²⟩: 6.01

| no. | E_tot (eV) |
| --- | --- |
| 1 | -119809.6105 |
| 2 | -67155.7882 |